# 1
{"formula": "C14H20ClNO", "method": "wB97M-V/def2-TZVPD", "symbols": ["Cl", "C", "C", "C", "C", "C", "C", "O", "C", "C", "H", "C", "H", "C", "N", "C", "C", "H", "H", "C", "H", "H", "C", "H", "H", "H", "H", "H", "H", "H", "H", "H", "H", "H", "H", "H", "H"], "xyz": [[-3.1843, -2.1578, -0.3362], [-3.3434, -0.4395, -0.2958], [-4.5186, 0.1572, -0.7045], [-4.6379, 1.5376, -0.6674], [-3.5777, 2.3028, -0.2211], [-2.3971, 1.7053, 0.1898], [-2.2571, 0.3215, 0.1600], [-1.1558, -0.3658, 0.5383], [-0.0283, 0.3447, 1.0124], [1.0451, -0.6852, 1.3494], [1.3902, -1.1461, 0.4247], [2.2370, -0.0832, 2.0891], [1.8925, 0.4583, 2.9730], [3.0562, 0.8726, 1.2186], [3.4762, 0.2451, -0.0112], [4.4831, -0.7991, 0.1483], [5.3208, -0.7865, -1.1411], [5.3753, -1.7700, -1.6036], [6.3378, -0.4554, -0.9283], [4.6108, 0.2319, -2.0359], [5.2898, 0.7463, -2.7129], [3.8306, -0.2570, -2.6184], [3.9707, 1.1651, -1.0178], [4.7221, 1.8663, -0.6116], [3.1431, 1.7460, -1.4306], [5.1209, -0.6115, 1.0265], [3.9814, -1.7595, 0.2950], [2.4464, 1.7408, 0.9560], [3.9204, 1.2393, 1.8077], [2.8813, -0.8961, 2.4272], [0.5839, -1.4575, 1.9674], [-0.2981, 0.9197, 1.9103], [0.3307, 1.0356, 0.2400], [-1.5847, 2.3249, 0.5347], [-3.6617, 3.3786, -0.1883], [-5.5557, 2.0061, -0.9860], [-5.3332, -0.4599, -1.0487]], "lowdin_charge": [0.71, -0.59, -0.11, -0.10, -0.09, -0.02, -0.30, -0.07, -0.20, -0.17, 0.11, -0.18, 0.11, -0.22, -0.19, -0.18, -0.16, 0.10, 0.10, -0.17, 0.11, 0.11, -0.20, 0.12, 0.12, 0.12, 0.11, 0.11, 0.12, 0.10, 0.12, 0.14, 0.13, 0.10, 0.10, 0.10, 0.10], "e_tot_ha": -1135.64026, "smiles": "Clc1ccccc1OCCCCN1CCCC1", "de_lowest_kcal_mol": 22.66, "multiplicity": 1, "homo_ev": -8.50}

# 2
{"formula": "C14H20CoN2", "method": "wB97M-V/def2-TZVPD", "symbols": ["C", "C", "H", "H", "H", "H", "H", "H", "C", "C", "C", "C", "H", "H", "H", "H", "N", "C", "C", "N", "C", "C", "C", "H", "H", "C", "H", "H", "Co", "C", "H", "H", "H", "C", "H", "H", "H"], "xyz": [[-2.5959, -0.4406, 0.8038], [-2.5264, 0.3975, -0.4981], [-2.6801, -1.5103, 0.6066], [-3.4865, -0.1095, 1.3511], [-1.7895, -0.3054, 1.5880], [-1.5462, 0.7980, -0.8442], [-2.8292, -0.2379, -1.3390], [-3.1953, 1.2591, -0.4440], [-0.2930, -2.4752, 0.8406], [0.4474, -3.6354, 0.6118], [1.4924, -3.6269, -0.3177], [1.7963, -2.4250, -0.9541], [-1.1038, -2.4522, 1.5731], [0.1822, -4.5298, 1.1728], [2.0781, -4.5252, -0.5203], [2.6350, -2.3214, -1.6437], [-0.0349, -1.3093, 0.1836], [1.0373, -1.2770, -0.6851], [1.3660, 0.0572, -1.1508], [0.5319, 1.0444, -0.6628], [0.7142, 2.3280, -1.0738], [2.6731, 1.7007, -2.3506], [1.7733, 2.6778, -1.9142], [-0.0237, 3.0501, -0.7113], [1.8862, 3.7215, -2.1904], [2.4579, 0.3861, -1.9594], [3.1332, -0.4203, -2.2315], [3.5260, 1.9610, -2.9740], [-0.8207, 0.4118, 0.5424], [-1.3590, 2.1980, 1.1834], [-1.9318, 2.7575, 0.4308], [-0.4837, 2.7995, 1.4639], [-1.9917, 2.0852, 2.0735], [0.0827, 0.4705, 2.2731], [0.3911, -0.5277, 2.6218], [-0.4973, 0.9597, 3.0726], [0.9846, 1.0656, 2.0719]], "lowdin_charge": [-0.18, -0.15, 0.08, 0.11, 0.05, 0.06, 0.11, 0.09, -0.12, -0.09, -0.08, -0.02, 0.11, 0.09, 0.10, 0.10, -0.02, -0.20, -0.20, -0.03, -0.10, -0.08, -0.09, 0.10, 0.09, -0.03, 0.10, 0.10, 0.26, -0.18, 0.02, 0.03, 0.03, -0.14, 0.02, 0.02, 0.04], "e_tot_ha": -2037.54866, "multiplicity": 4, "s2": 3.826, "homo_ev": [-4.85, -8.34]}

# 3
{"formula": "C14H20CoN4O2", "method": "wB97M-V/def2-TZVPD", "symbols": ["Co", "C", "C", "C", "C", "C", "H", "H", "H", "H", "H", "O", "C", "O", "H", "C", "C", "N", "C", "N", "C", "C", "C", "N", "C", "H", "H", "H", "H", "H", "H", "H", "H", "H", "H", "H", "H", "H", "N", "C", "H"], "xyz": [[0.4021, 0.2137, -1.7953], [-0.7504, 1.9239, -1.7616], [0.6412, 2.2836, -1.8370], [1.1531, 1.7471, -3.0216], [0.1055, 1.0365, -3.6930], [-1.0650, 1.1983, -2.9235], [-1.4118, 2.1603, -0.9450], [1.1964, 2.8511, -1.1101], [2.1824, 1.8214, -3.3354], [0.2005, 0.4704, -4.6038], [-2.0173, 0.7423, -3.1384], [-0.7394, -1.2558, -1.8163], [-0.7261, -2.1042, -2.8229], [0.0147, -2.0747, -3.7805], [-1.5116, -2.8668, -2.6909], [-2.2163, -1.2130, 2.8318], [-2.7099, -0.8533, 1.4475], [-1.6168, -0.3448, 0.6192], [-0.3782, -0.0309, 1.0550], [0.5774, 0.2309, 0.1660], [1.8398, 0.7479, 0.6919], [2.2249, 0.0591, 1.9848], [1.1248, 0.3228, 2.9861], [-0.1767, 0.0390, 2.3919], [-1.3027, -0.1054, 3.3108], [-1.6598, -2.1520, 2.8091], [-3.0589, -1.3354, 3.5108], [-3.4926, -0.0937, 1.5133], [-3.1364, -1.7236, 0.9484], [-1.6384, -0.6257, -0.3510], [1.7628, 1.8277, 0.8753], [2.6146, 0.6149, -0.0613], [3.1704, 0.4464, 2.3631], [2.3368, -1.0135, 1.8138], [1.1600, 1.3627, 3.3275], [1.2339, -0.3148, 3.8646], [-1.8491, 0.8399, 3.3962], [-0.8920, -0.3365, 4.2922], [2.8608, -1.5114, -2.1475], [1.9215, -0.8596, -2.0154], [3.6260, -2.1248, -2.3486]], "lowdin_charge": [0.38, -0.09, -0.10, -0.08, -0.08, -0.07, 0.13, 0.12, 0.13, 0.13, 0.14, -0.18, -0.44, 0.03, 0.14, -0.15, -0.16, 0.10, -0.32, 0.00, -0.21, -0.15, -0.14, -0.03, -0.13, 0.13, 0.12, 0.12, 0.13, 0.09, 0.12, 0.10, 0.13, 0.13, 0.13, 0.13, 0.14, 0.13, 0.28, 0.01, 0.13], "total_charge": 1, "e_tot_ha": -2297.54216, "de_lowest_kcal_mol": 0.65, "multiplicity": 1, "homo_ev": [-11.90, -11.91]}

# 4
{"formula": "C14H20I2IrN5O6", "method": "wB97M-V/def2-TZVPD", "symbols": ["Ir", "O", "C", "O", "C", "C", "C", "C", "C", "N", "C", "O", "O", "H", "H", "H", "H", "N", "C", "C", "C", "C", "N", "C", "N", "N", "C", "O", "O", "H", "H", "H", "H", "H", "H", "H", "H", "H", "H", "H", "H", "H", "H", "I", "C", "I", "H", "H"], "xyz": [[1.4996, 2.3853, -1.2274], [-2.2590, 4.1847, -1.3978], [-1.0757, 3.6998, -1.1954], [-0.5645, 2.8143, -1.9054], [-0.3437, 4.2599, -0.0290], [-0.7630, 5.1915, 0.8964], [0.1263, 5.5333, 1.9237], [1.3819, 4.9478, 2.0031], [1.7415, 4.0201, 1.0317], [0.8811, 3.7268, 0.0712], [3.0707, 3.2728, 0.9250], [3.9348, 3.4381, 1.7243], [3.1514, 2.4390, -0.1227], [-2.6826, 3.8173, -2.1946], [-1.7451, 5.6393, 0.8276], [-0.1747, 6.2632, 2.6635], [2.0870, 5.1899, 2.7880], [-0.7003, -0.6586, -2.0591], [-1.2230, -0.4639, -0.8246], [-2.0313, -1.5781, -0.2026], [-1.3882, -2.9802, -0.1694], [-1.5595, -3.6379, 1.2082], [-0.6001, -4.7073, 1.4741], [-0.8390, -6.0219, 1.4468], [0.0746, -6.8615, 1.9257], [-1.9645, -6.5071, 0.9323], [0.2434, -0.1140, 0.3848], [0.2805, -0.9779, 1.1922], [0.8358, 0.9411, 0.1329], [-0.5512, 0.1181, -2.6842], [-0.5959, -1.5869, -2.4413], [-1.6455, 0.5309, -0.6967], [-2.9596, -1.6069, -0.7816], [-2.3155, -1.2613, 0.8006], [-0.3223, -2.9377, -0.4004], [-1.8495, -3.6113, -0.9317], [-2.5671, -4.0359, 1.3304], [-1.4343, -2.8925, 1.9924], [0.3022, -4.4221, 1.8218], [0.8650, -6.5337, 2.4554], [-0.0453, -7.8592, 1.8579], [-2.6458, -5.9182, 0.4890], [-2.1898, -7.4856, 1.0124], [2.7995, 0.7289, -2.9222], [3.9835, 2.4598, -3.3180], [2.6884, 4.0813, -2.8205], [4.2715, 2.5076, -4.3626], [4.8173, 2.4689, -2.6243]], "lowdin_charge": [0.85, 0.23, -0.42, -0.07, -0.14, 0.08, 0.05, 0.09, -0.12, -0.06, -0.52, 0.19, -0.27, 0.18, 0.15, 0.14, 0.15, 0.18, -0.21, -0.14, -0.16, -0.15, 0.10, -0.41, 0.22, 0.23, -0.45, 0.20, -0.09, 0.10, 0.14, 0.14, 0.14, 0.13, 0.11, 0.12, 0.13, 0.13, 0.16, 0.14, 0.14, 0.12, 0.15, 1.06, -0.92, 1.17, 0.01, 0.01], "total_charge": 3, "e_tot_ha": -1969.52884, "de_lowest_kcal_mol": 16.59, "multiplicity": 2, "s2": 0.755, "homo_ev": [-17.03, -17.88]}

# 5
{"formula": "C14H20IN3O3RhS2", "method": "wB97M-V/def2-TZVPD", "symbols": ["Rh", "O", "S", "N", "N", "C", "O", "C", "I", "H", "H", "H", "H", "O", "C", "C", "C", "C", "C", "C", "N", "H", "H", "H", "H", "H", "H", "H", "H", "H", "H", "H", "S", "C", "C", "C", "C", "C", "C", "H", "H", "H", "H", "H"], "xyz": [[0.7142, -0.5650, 0.4473], [4.4735, -0.9513, -0.2541], [3.9304, -0.8597, 1.0825], [2.4232, -0.7530, 1.1297], [0.2464, 3.5432, 1.2626], [0.8469, 2.3309, 1.3687], [0.9614, 1.6160, 0.3209], [1.2248, 1.9062, 2.6551], [-0.7685, -0.1814, 2.7824], [0.0313, 3.9315, 0.3606], [0.2724, 4.1724, 2.0476], [1.0225, 2.5137, 3.5173], [1.9328, 1.1046, 2.7575], [-0.9504, -0.3238, -0.7163], [-1.6976, 0.5483, -1.2054], [-3.1866, 0.3585, -1.1243], [-3.9359, 1.5200, -0.4338], [-3.0859, 2.7462, -0.1037], [-2.6648, 3.5350, -1.3448], [-2.0584, 2.6308, -2.4257], [-1.2225, 1.5998, -1.8499], [-3.3568, -0.5705, -0.5799], [-3.5616, 0.2182, -2.1405], [-4.3527, 1.1428, 0.4984], [-4.7681, 1.8371, -1.0617], [-2.2080, 2.4493, 0.4739], [-3.6737, 3.4075, 0.5329], [-1.9484, 4.3065, -1.0572], [-3.5321, 4.0342, -1.7764], [-1.4589, 3.2120, -3.1280], [-2.8585, 2.1474, -2.9905], [-0.2180, 1.7407, -1.8265], [0.2689, -2.8070, 0.5446], [1.7198, -3.7405, 0.3591], [2.7078, -3.4201, -0.5797], [3.8106, -4.2409, -0.7113], [3.9451, -5.3698, 0.0907], [2.9728, -5.6757, 1.0368], [1.8550, -4.8793, 1.1650], [2.5947, -2.5425, -1.2089], [4.5664, -4.0075, -1.4465], [4.8052, -6.0120, -0.0276], [3.0883, -6.5442, 1.6657], [1.0918, -5.1071, 1.8921]], "lowdin_charge": [0.58, -0.52, 0.78, -0.60, 0.22, -0.61, -0.13, 0.05, 0.72, 0.12, 0.13, 0.08, 0.03, -0.20, -0.45, -0.07, -0.16, -0.20, -0.17, -0.15, 0.11, 0.13, 0.13, 0.11, 0.12, 0.08, 0.12, 0.10, 0.12, 0.13, 0.13, 0.15, 0.71, -0.65, -0.15, -0.07, -0.05, -0.07, -0.11, 0.09, 0.12, 0.11, 0.11, 0.10], "total_charge": 1, "e_tot_ha": -2139.77111, "de_lowest_kcal_mol": 59.08, "multiplicity": 1, "homo_ev": [-10.52, -10.47]}

# 6
{"formula": "C14H20N2O", "method": "wB97M-V/def2-TZVPD", "symbols": ["C", "C", "C", "C", "C", "C", "C", "C", "C", "N", "H", "H", "H", "H", "H", "H", "H", "H", "H", "C", "C", "C", "C", "C", "O", "N", "H", "H", "H", "H", "H", "H", "H", "H", "H", "H", "H"], "xyz": [[0.1753, 4.0717, -0.7116], [-0.1457, 1.7643, -1.8225], [-0.6611, 3.0471, -1.3941], [-1.2369, 1.0059, -2.3092], [-1.9999, 3.0126, -1.6189], [1.1280, 1.2259, -1.7407], [1.3109, -0.1119, -2.0736], [0.2629, -0.8410, -2.6478], [-0.9853, -0.2634, -2.8101], [-2.3492, 1.8188, -2.2323], [2.0524, 1.7269, -1.4837], [2.2887, -0.5736, -2.0277], [0.3772, -1.8251, -3.0820], [0.2136, 5.0021, -1.2908], [1.2358, 3.8601, -0.9089], [-2.7270, 3.6461, -1.1357], [-3.2457, 1.3819, -2.0985], [-1.7174, -0.7347, -3.4583], [0.0756, 4.1844, 0.3630], [-0.1339, -1.4050, 1.0147], [-0.7308, -2.3162, 0.0086], [-0.0904, -3.2098, 2.9629], [1.7706, 0.0416, 2.6656], [1.3678, -1.3725, 3.0055], [1.9596, -1.9303, 3.9187], [0.2986, -1.9740, 2.3694], [0.8463, -1.1093, 0.6764], [-0.8888, -0.7363, 1.4202], [-0.1299, -3.0414, -0.5366], [-1.4145, -1.8981, -0.7337], [0.0237, -3.3031, 4.0370], [1.1944, 0.7354, 3.2872], [1.6445, 0.3063, 1.6200], [-1.5820, -2.9400, 0.3459], [-1.1799, -3.4181, 2.9542], [0.2223, -4.1337, 2.4647], [2.7703, 0.3064, 3.0029]], "lowdin_charge": [-0.05, -0.14, -0.23, -0.21, -0.06, -0.03, -0.10, -0.12, -0.05, 0.07, 0.11, 0.10, 0.10, 0.08, 0.07, 0.12, 0.15, 0.11, 0.08, -0.16, -0.11, -0.09, 0.00, -0.51, 0.03, -0.10, 0.09, 0.13, 0.08, 0.06, 0.09, 0.09, 0.05, 0.08, 0.08, 0.09, 0.08], "e_tot_ha": -730.16076, "smiles": "Cc1c[nH]c2ccccc12.CCN(C)C(C)=O", "de_lowest_kcal_mol": 57.84, "multiplicity": 1, "homo_ev": -8.12}

# 7
{"formula": "C14H20N2O3", "method": "wB97M-V/def2-TZVPD", "symbols": ["C", "C", "C", "C", "C", "C", "C", "C", "C", "C", "C", "C", "C", "C", "H", "H", "H", "H", "H", "H", "H", "H", "H", "H", "H", "H", "H", "H", "H", "H", "H", "H", "H", "H", "N", "N", "O", "O", "O"], "xyz": [[0.8453, -0.3451, -1.1249], [0.5845, -0.8695, 0.3543], [-0.4580, 0.1875, -1.6002], [-0.3425, 0.6822, -3.0915], [0.4496, 1.7129, -3.4894], [-1.0018, -0.0509, -4.0855], [0.5845, 2.0403, -4.8389], [-1.0363, 0.3611, -5.4008], [-0.1960, 1.3880, -5.8277], [0.0002, -0.6139, 2.6989], [-1.3793, -1.4391, 2.5018], [0.1307, 0.3066, 3.8787], [-0.6412, -0.2232, 5.1504], [1.5795, 0.5446, 4.1200], [2.3449, -1.7709, -1.5328], [0.9884, -2.1378, -2.0401], [1.7145, 0.4404, -1.0357], [-1.2066, -0.6854, -1.5945], [-0.9374, 0.9127, -0.9788], [1.0012, 2.4390, -2.8911], [-1.7034, -0.8475, -3.8113], [1.4198, 2.6977, -5.1265], [-1.5882, -0.1455, -6.2049], [-0.1872, 1.5912, -6.8989], [-0.2467, 0.8321, 1.1750], [0.7030, -1.4292, 2.7868], [-0.2716, 1.2674, 3.6286], [-1.0278, -1.2628, 5.0760], [-1.5300, 0.4744, 5.3034], [0.0263, -0.1751, 5.9835], [1.9210, -0.0715, 4.9542], [1.6700, 1.5892, 4.2631], [2.2890, 0.3856, 3.2604], [-2.9808, -1.2327, 1.5197], [1.5089, -1.3221, -1.8929], [0.2678, -0.0294, 1.3893], [0.6878, -2.0570, 0.5519], [-1.8170, -2.3672, 3.2014], [-2.1652, -0.7770, 1.6686]], "lowdin_charge": [-0.36, -0.43, -0.10, -0.21, -0.07, -0.06, -0.08, -0.10, -0.08, -0.20, -0.41, -0.37, -0.02, -0.08, 0.10, 0.06, 0.18, 0.15, 0.10, 0.12, 0.11, 0.11, 0.11, 0.10, 0.15, 0.15, 0.12, 0.08, 0.10, 0.05, 0.09, 0.07, 0.10, 0.12, 0.06, 0.10, 0.08, 0.07, 0.12], "e_tot_ha": -880.67826, "smiles": "CC(C)[C@H](NC(=O)[C@@H](N)Cc1ccccc1)C(=O)O", "de_lowest_kcal_mol": 61.83, "multiplicity": 1, "homo_ev": -9.15}

# 8
{"formula": "C14H20N2O3PtS", "method": "wB97M-V/def2-TZVPD", "symbols": ["C", "C", "H", "H", "H", "H", "H", "H", "C", "C", "C", "C", "H", "H", "H", "H", "N", "C", "C", "N", "C", "C", "C", "H", "H", "C", "H", "H", "Pt", "C", "H", "H", "H", "C", "S", "O", "O", "O", "H", "H", "H"], "xyz": [[-0.1024, 2.7733, -0.6791], [1.2487, 2.7348, -1.5732], [-0.9854, 2.5972, -1.2812], [-0.0762, 3.8355, -0.3440], [-0.1066, 2.3566, 0.4046], [1.6540, 1.7590, -1.9487], [0.9410, 3.2188, -2.5090], [2.0264, 3.3238, -1.0945], [-2.4530, 0.7881, -0.5365], [-3.6911, 0.1829, -0.7204], [-3.7512, -1.1683, -1.0359], [-2.5579, -1.8743, -1.1409], [-2.3907, 1.8159, -0.2044], [-4.5692, 0.7902, -0.5606], [-4.6993, -1.6636, -1.1876], [-2.5406, -2.9417, -1.2990], [-1.2938, 0.1258, -0.7302], [-1.3255, -1.2013, -1.0151], [-0.0401, -1.8995, -1.0100], [1.0609, -1.1232, -0.7991], [2.2879, -1.6502, -0.6920], [1.3702, -3.8543, -0.9618], [2.4721, -3.0268, -0.7561], [3.0827, -0.9264, -0.5072], [3.4728, -3.4051, -0.6099], [0.1177, -3.2870, -1.0748], [-0.7830, -3.8781, -1.1848], [1.4942, -4.9258, -1.0291], [0.7214, 0.9366, -0.4188], [2.5818, 1.2384, 0.3143], [3.3370, 1.2561, -0.4846], [2.8229, 0.4613, 1.0450], [2.5651, 2.2148, 0.8104], [0.2188, 0.7057, 3.8816], [-0.7197, 0.4217, 2.3843], [-1.6893, -0.6373, 2.6036], [-1.2590, 1.7258, 1.9927], [0.3620, -0.0621, 1.4128], [-0.4159, 1.2572, 4.5870], [1.1312, 1.2816, 3.6604], [0.4811, -0.2761, 4.2917]], "lowdin_charge": [-0.30, -0.23, 0.06, 0.12, 0.05, 0.05, 0.09, 0.07, -0.15, -0.07, -0.07, -0.01, 0.09, 0.10, 0.10, 0.10, -0.05, -0.22, -0.22, -0.08, -0.13, -0.08, -0.08, 0.08, 0.09, -0.02, 0.10, 0.10, 1.31, -0.26, 0.03, 0.02, 0.02, -0.14, 0.48, -0.31, -0.37, -0.49, 0.07, 0.07, 0.07], "e_tot_ha": -1398.03331, "de_lowest_kcal_mol": 40.53, "multiplicity": 3, "s2": 2.022, "homo_ev": [-4.84, -8.37]}